Below is a molecular structure, C14H17CoNO2, with properties calculated with ωB97M-V with the def2-TZVPD basis set.

Output
Spin multiplicity: 4
Energy relative to the best compared isomer or geometry (same formula, charge and spin) (kcal per mole): 0.0
⟨S²⟩: 3.78
E_LUMO (alpha / beta) (eV): -0.14 / -0.34

Last column: Mulliken spin population.
Geometry (Å):
C (0.185, -0.908, -2.422)  -0.106
C (0.871, -2.460, 0.520)  0.011
C (1.367, -0.134, -2.014)  0.695
H (0.101, -0.987, -3.551)  0.061
C (1.769, -1.568, 0.926)  -0.016
H (-0.042, -2.621, 1.098)  0.001
H (1.500, 0.873, -2.463)  -0.015
H (1.611, -1.018, 1.859)  0.001
C (2.631, -0.606, -1.417)  -0.016
H (3.413, 0.171, -1.583)  -0.005
H (2.999, -1.470, -1.989)  0.030
C (-0.131, -2.342, -1.873)  0.002
H (-0.225, -3.045, -2.714)  -0.003
H (-1.133, -2.316, -1.395)  0.006
C (0.816, -3.045, -0.867)  -0.002
H (1.813, -3.187, -1.323)  0.002
H (0.380, -4.052, -0.734)  0.001
C (2.843, -0.918, 0.108)  0.060
H (3.799, -1.472, 0.142)  -0.004
H (3.027, 0.040, 0.625)  -0.003
Co (-0.688, 0.710, -0.794)  2.242
H (-0.784, -0.267, -2.073)  0.006
O (-1.082, 3.909, 1.409)  0.009
C (-1.006, 2.754, 0.959)  -0.006
O (-0.283, 2.424, -0.082)  0.030
C (-1.766, 1.653, 1.620)  0.010
C (-2.660, 1.852, 2.672)  0.004
C (-3.331, 0.744, 3.187)  0.000
C (-3.056, -0.519, 2.655)  0.002
C (-2.172, -0.654, 1.585)  0.005
N (-1.621, 0.447, 1.019)  0.002
H (-2.822, 2.870, 3.008)  -0.001
H (-4.059, 0.879, 3.976)  0.000
H (-3.545, -1.410, 3.050)  0.000
H (-1.890, -1.615, 1.162)  -0.003

Cartesian forces, eV/Å:
C -0.80 -0.36 -0.13
C -0.34 0.86 -0.69
C -0.30 1.61 0.78
H -0.40 0.55 1.11
C -0.62 0.68 -0.08
H 0.49 -0.25 0.24
H -0.54 -0.81 0.01
H -0.06 -0.66 0.07
C 1.46 -0.34 0.34
H -0.61 -0.43 -0.15
H -0.03 -0.08 0.09
C -0.09 -0.18 0.43
H -0.01 0.36 0.09
H 0.44 -0.02 -0.32
C 0.11 -0.62 -0.13
H -0.41 0.12 0.36
H 0.29 0.19 -0.29
C 0.42 0.27 -0.16
H -0.33 0.14 0.22
H 0.07 -0.29 -0.35
Co 1.34 -0.39 0.30
H 0.16 -1.03 -1.76
O -0.16 -1.83 -0.25
C 1.16 2.72 -0.66
O -0.89 0.50 1.01
C -0.93 -1.20 -0.48
C 0.25 -0.33 -0.21
C 0.36 0.18 -0.54
C 0.06 -0.34 0.01
C -0.27 1.33 0.13
N 0.16 -0.59 0.94
H 0.10 -0.14 0.12
H 0.03 -0.13 0.01
H 0.17 0.25 -0.03
H -0.30 0.24 -0.02



Below is a molecular structure, C4H10N2O3S, with properties calculated with ωB97M-V with the def2-TZVPD basis set.

Output
Spin multiplicity: 3
Energy relative to the best compared isomer or geometry (same formula, charge and spin) (kcal per mole): 0.0
⟨S²⟩: 2.03
E_LUMO (alpha / beta) (eV): 0.75 / -2.67

Last column: Mulliken spin population.
Geometry (Å):
C (0.261, 0.830, -1.101)  0.072
C (0.290, -2.212, -0.414)  -0.019
C (0.419, 2.238, 0.926)  0.002
C (-0.515, -1.030, -0.889)  0.898
N (-1.389, -1.001, -1.858)  0.184
N (-0.415, 1.486, 0.094)  -0.021
O (-0.140, 1.246, -2.235)  0.393
O (-1.048, 0.185, 2.393)  0.040
O (-2.807, 0.253, 0.529)  0.027
S (-1.467, -0.089, 1.012)  0.321
H (1.247, 0.527, -0.844)  0.030
H (-0.162, -3.241, -0.442)  0.031
H (0.669, -2.145, 0.557)  -0.006
H (1.094, -2.315, -1.120)  0.024
H (0.987, 2.938, 0.373)  0.004
H (-0.132, 2.735, 1.743)  -0.002
H (1.145, 1.561, 1.522)  -0.001
H (-1.953, -1.638, -2.451)  0.015
H (-1.382, -0.119, -2.308)  0.008
H (-1.133, 2.105, -0.212)  -0.001

Cartesian forces, eV/Å:
C -2.28 1.87 -0.65
C -0.63 -0.36 -2.05
C 2.25 -0.83 3.57
C 1.04 -1.59 1.90
N -2.62 -0.20 -3.26
N -0.25 -1.53 -1.46
O 1.26 -0.92 1.95
O -0.36 0.81 -0.68
O 0.99 0.54 0.53
S -1.00 -1.51 1.26
H 1.14 -0.27 -0.05
H -0.55 1.19 -0.23
H 0.62 0.62 1.60
H 0.93 -0.18 -0.21
H 0.68 0.96 -0.50
H -0.05 -0.15 -0.61
H -1.01 0.89 -1.12
H 1.32 -0.34 1.41
H -0.57 0.88 -0.51
H -0.92 0.09 -0.89



Below is a single C4H8O2 molecule, with properties calculated with ωB97M-V with the def2-TZVPD basis set.

Output
Energy relative to the best compared isomer or geometry (same formula, charge and spin) (kcal per mole): 66.2
E_LUMO (eV): 1.04
SMILES string: C[C@@H](O)[C@H]1CO1

Last column: Löwdin charge in e.
Geometry (Å):
C (1.562, -0.644, 0.761)  -0.043
C (0.531, 0.502, 0.363)  -0.373
O (0.963, 1.625, -0.409)  -0.040
C (-0.485, -0.232, -0.512)  -0.125
C (-2.000, -0.257, -0.428)  -0.165
O (-1.491, 0.709, -1.260)  -0.087
H (2.180, -1.113, -0.024)  0.081
H (2.236, -0.272, 1.531)  0.066
H (1.017, -1.486, 1.235)  0.086
H (0.214, 0.910, 1.336)  0.140
H (0.186, 1.870, -0.953)  0.090
H (0.111, -0.707, -1.291)  0.142
H (-2.348, 0.088, 0.545)  0.110
H (-2.677, -0.994, -0.893)  0.118

Cartesian forces, eV/Å:
C -0.03 0.55 0.01
C -0.25 -0.94 0.27
O 0.33 -0.62 -0.06
C -1.55 1.53 -1.52
C 0.72 -0.92 0.88
O 1.54 0.04 0.52
H -0.42 0.61 -0.08
H 0.13 0.10 -0.08
H -0.07 0.61 -0.27
H -0.60 -0.36 -0.30
H 0.53 -0.11 0.40
H -0.75 -0.63 0.08
H -0.25 0.09 -0.05
H 0.70 0.04 0.19



Below is a molecular structure, C16H23BN6Ni, with properties calculated with ωB97M-V with the def2-TZVPD basis set.

Output
Spin multiplicity: 3
⟨S²⟩: 2.02
E_LUMO (alpha / beta) (eV): 0.67 / 0.07

Last column: Mulliken spin population.
Geometry (Å):
H (0.936, 3.134, -0.159)  0.000
N (0.569, 1.686, -1.656)  0.103
B (0.193, 0.405, -3.832)  -0.013
N (0.550, 1.710, -3.049)  0.006
C (0.894, 2.946, -3.449)  -0.005
Ni (0.278, 0.160, -0.706)  0.921
H (0.967, 3.161, -4.504)  0.000
C (1.118, 3.742, -2.324)  0.011
H (1.409, 4.773, -2.312)  0.000
C (0.894, 2.923, -1.218)  -0.013
H (0.258, 0.540, -5.016)  0.000
C (-0.653, -1.835, 1.379)  0.095
H (-0.713, -2.517, 2.237)  -0.010
H (0.139, -2.190, 0.703)  -0.022
H (-1.589, -1.877, 0.807)  0.003
N (-1.237, 0.004, -3.340)  -0.005
N (1.155, -0.706, -3.286)  0.002
N (-1.441, -0.168, -1.981)  0.009
N (1.229, -0.916, -1.910)  0.001
C (-2.394, -0.230, -3.999)  0.001
C (2.009, -1.555, -3.895)  0.003
H (-2.442, -0.164, -5.080)  0.000
H (2.102, -1.523, -4.965)  0.000
C (-3.372, -0.552, -3.055)  0.000
C (2.633, -2.336, -2.917)  -0.003
C (-2.729, -0.500, -1.811)  0.001
C (2.114, -1.919, -1.689)  0.010
H (-4.400, -0.787, -3.241)  0.000
H (3.373, -3.100, -3.079)  0.000
H (-3.148, -0.677, -0.822)  0.001
H (2.311, -2.247, -0.680)  0.001
H (-0.565, 0.252, 0.867)  0.063
C (-1.250, 0.776, 4.902)  0.049
C (-0.009, 0.069, 4.366)  0.087
C (1.253, 0.772, 4.836)  0.034
C (-0.010, -1.403, 4.748)  0.046
C (-0.054, 0.164, 2.885)  0.821
C (-0.364, -0.397, 1.760)  -0.189
H (-1.257, 0.763, 6.000)  0.001
H (-2.162, 0.279, 4.544)  -0.004
H (-1.276, 1.820, 4.564)  -0.009
H (1.312, 0.782, 5.929)  0.001
H (2.134, 0.259, 4.440)  -0.001
H (1.264, 1.802, 4.470)  -0.005
H (-0.902, -1.907, 4.351)  -0.001
H (0.882, -1.901, 4.346)  -0.001
H (-0.008, -1.515, 5.840)  0.008

Cartesian forces, eV/Å:
H 0.04 -0.05 -0.11
N 0.42 2.98 -1.31
B -0.21 -0.23 1.25
N 0.43 0.45 1.80
C 0.01 -0.02 0.57
Ni -1.43 -0.96 1.30
H -0.02 0.12 0.06
C -0.03 0.02 -0.55
H 0.03 0.19 -0.07
C -0.29 -1.25 -1.51
H 0.02 0.00 -0.02
C 0.01 -0.35 0.14
H 0.02 0.21 -0.25
H -0.17 -0.05 0.15
H 0.17 -0.06 0.19
N -0.64 -0.33 1.14
N 0.69 -0.59 1.64
N -0.90 0.02 -0.61
N 1.78 -1.97 -1.49
C -0.05 -0.09 0.69
C -0.19 0.10 0.98
H 0.00 0.02 0.27
H 0.11 -0.14 -0.08
C 0.34 0.10 -0.44
C 0.07 -0.10 -0.55
C 0.77 0.28 -0.82
C -0.98 1.37 -1.47
H -0.20 -0.05 -0.11
H -0.01 -0.02 -0.08
H 0.25 0.09 -0.29
H 0.06 0.02 -0.10
H 0.02 0.55 0.24
C -0.41 0.13 0.18
C 0.07 0.10 -0.80
C 0.31 0.07 0.24
C 0.01 -0.51 0.29
C -0.35 0.38 0.12
C -0.08 -0.48 -0.79
H 0.03 0.00 -0.20
H 0.21 0.13 0.10
H 0.00 -0.22 0.11
H 0.01 -0.01 -0.10
H -0.01 0.09 0.08
H 0.04 -0.08 0.10
H 0.22 0.12 0.18
H -0.19 0.04 0.10
H 0.01 0.00 -0.17



Below is a single C6H4S molecule, with properties calculated with ωB97M-V with the def2-TZVPD basis set.

Output
Energy relative to the best compared isomer or geometry (same formula, charge and spin) (kcal per mole): 81.4
E_LUMO (eV): 0.07
SMILES string: C#C[C@H]1S[C@@H]1C#C

Last column: Löwdin charge in e.
Geometry (Å):
C (-2.966, -0.329, 0.121)  0.118
C (-1.755, -0.254, -0.315)  -0.222
C (-0.400, -0.013, -0.483)  -0.413
S (-0.271, 1.903, -0.244)  0.936
C (0.490, 0.669, 0.566)  -0.784
C (1.822, 0.276, 0.265)  -0.190
C (2.748, -0.393, -0.291)  0.097
H (-4.027, -0.693, 0.293)  0.054
H (0.360, -0.613, -1.161)  0.153
H (0.190, 0.412, 1.645)  0.153
H (3.809, -0.964, -0.396)  0.098

Cartesian forces, eV/Å:
C 4.33 -0.85 -2.44
C -7.69 -1.37 3.32
C 2.82 1.15 -1.29
S -0.78 1.71 -2.59
C -0.47 -3.58 3.88
C 5.24 -3.36 -2.62
C -0.26 1.30 2.73
H 2.07 0.94 -0.23
H -2.38 1.53 0.66
H 0.46 0.67 -1.49
H -3.34 1.86 0.07



Below is 2 unconnected molecules or ions with the total composition C5H8O, with properties calculated with ωB97M-V with the def2-TZVPD basis set.

Output
Energy relative to the best compared isomer or geometry (same formula, charge and spin) (kcal per mole): 128.6
E_LUMO (eV): 0.22

Last column: Löwdin charge in e.
Geometry (Å):
C (-0.842, 1.663, 1.402)  -0.239
O (-0.259, 0.915, 2.182)  -0.058
C (-0.242, 0.336, -0.171)  -0.028
C (1.218, 0.005, -0.395)  -0.167
C (0.432, -0.987, -1.271)  -0.201
C (-0.575, -1.139, -0.118)  -0.167
H (-0.358, 2.563, 0.987)  0.089
H (-1.928, 1.583, 1.221)  0.089
H (1.676, -0.451, 0.486)  0.115
H (1.878, 0.722, -0.886)  0.104
H (0.848, -1.786, -1.887)  0.129
H (-0.106, -0.313, -1.968)  0.116
H (-0.159, -1.623, 0.769)  0.115
H (-1.583, -1.489, -0.350)  0.104

Cartesian forces, eV/Å:
C 0.03 -0.06 -0.04
O -0.13 0.12 -0.36
C 0.12 -0.01 0.79
C 0.09 0.25 0.06
C -0.11 0.08 -0.39
C -0.24 0.04 0.12
H -0.05 -0.08 0.08
H 0.11 0.01 0.05
H 0.01 -0.17 -0.32
H -0.22 0.06 0.18
H 0.11 -0.06 0.47
H 0.13 -0.32 -0.45
H 0.08 -0.12 -0.33
H 0.07 0.25 0.14



Below is a molecular structure, C27H22CoF6N8O, with properties calculated with ωB97M-V with the def2-TZVPD basis set.

Output
Spin multiplicity: 2
Energy relative to the best compared isomer or geometry (same formula, charge and spin) (kcal per mole): 0.0
⟨S²⟩: 0.76
E_LUMO (alpha / beta) (eV): -0.83 / -0.84

Last column: Mulliken spin population.
Geometry (Å):
Co (0.244, 0.468, -0.058)  0.984
C (-0.561, 3.945, 4.253)  0.000
C (-0.262, 4.293, 2.943)  -0.001
C (0.334, 3.382, 2.081)  0.001
C (0.636, 2.087, 2.513)  -0.006
C (0.319, 1.743, 3.835)  0.001
C (-0.264, 2.660, 4.691)  0.000
N (1.144, 1.150, 1.603)  -0.008
C (2.098, 0.288, 1.995)  -0.004
C (3.008, 0.472, 3.079)  0.001
C (3.998, -0.440, 3.313)  0.001
C (4.163, -1.602, 2.520)  -0.002
C (3.312, -1.820, 1.476)  0.001
C (2.288, -0.890, 1.219)  0.015
N (1.381, -0.996, 0.201)  -0.025
N (1.361, -1.985, -0.587)  0.008
C (0.326, -1.835, -1.519)  0.012
C (0.179, -2.773, -2.531)  -0.003
C (-0.843, -2.602, -3.444)  0.001
C (-1.688, -1.507, -3.325)  -0.002
C (-1.471, -0.618, -2.287)  0.006
N (-0.498, -0.780, -1.399)  -0.012
H (-1.013, 4.667, 4.922)  0.000
H (-0.486, 5.292, 2.587)  0.000
H (0.547, 3.651, 1.055)  0.002
H (0.514, 0.735, 4.180)  0.000
H (-0.496, 2.363, 5.707)  0.000
H (2.933, 1.363, 3.687)  0.000
H (4.693, -0.257, 4.123)  0.000
H (4.964, -2.295, 2.737)  0.000
H (3.401, -2.683, 0.830)  0.000
H (0.876, -3.597, -2.585)  0.000
H (-0.978, -3.313, -4.249)  0.000
H (-2.493, -1.334, -4.024)  0.000
H (-2.088, 0.262, -2.160)  0.000
N (-2.649, 3.357, 0.254)  -0.001
C (-2.040, 3.860, -0.887)  -0.001
C (-1.102, 2.952, -1.258)  -0.009
N (-1.101, 1.927, -0.348)  0.008
C (-2.010, 2.197, 0.552)  -0.007
C (-2.305, 1.236, 1.599)  -0.013
N (-1.684, 0.083, 1.647)  0.013
C (-2.206, -0.575, 2.729)  0.002
C (-3.162, 0.191, 3.328)  0.003
N (-3.219, 1.353, 2.595)  0.000
H (-3.082, 3.946, 0.946)  0.000
H (-2.339, 4.796, -1.322)  0.000
H (-0.419, 2.938, -2.089)  0.001
H (-1.864, -1.555, 3.012)  0.000
H (-3.785, 0.027, 4.188)  0.000
H (-3.848, 2.119, 2.755)  0.000
C (3.621, 1.299, -0.978)  -0.001
C (2.517, 1.689, -1.971)  0.000
O (1.301, 1.158, -1.722)  0.027
C (2.949, 1.191, -3.376)  0.006
F (2.068, 1.506, -4.337)  0.000
F (3.052, -0.151, -3.368)  0.000
F (4.149, 1.664, -3.778)  0.001
C (2.438, 3.237, -1.983)  0.000
F (3.607, 3.851, -2.242)  0.000
F (2.033, 3.682, -0.775)  0.000
F (1.549, 3.717, -2.875)  0.000
H (3.708, 0.214, -0.964)  0.000
H (3.331, 1.642, 0.014)  0.002
H (4.587, 1.730, -1.239)  -0.001

Cartesian forces, eV/Å:
Co -0.22 0.01 0.05
C -0.02 -0.03 -0.01
C 0.00 0.05 -0.06
C -0.10 -0.07 0.01
C 0.03 0.08 -0.14
C -0.01 -0.05 -0.08
C -0.04 0.06 0.04
N 0.03 -0.10 0.08
C 0.01 0.07 -0.03
C -0.01 0.00 0.02
C -0.02 -0.02 -0.03
C 0.03 0.00 0.04
C -0.04 0.01 -0.01
C 0.03 0.00 0.02
N -0.06 -0.02 -0.06
N -0.02 0.08 0.04
C -0.03 -0.05 -0.05
C 0.04 0.00 0.03
C -0.04 0.01 -0.03
C 0.04 -0.03 0.02
C -0.01 0.02 -0.01
N 0.13 -0.08 -0.04
H 0.00 -0.01 0.01
H 0.04 0.00 -0.01
H 0.09 0.02 0.02
H 0.02 -0.01 -0.02
H -0.01 0.01 0.00
H 0.00 0.00 0.00
H 0.00 0.00 0.00
H 0.00 0.00 0.00
H 0.01 0.00 0.00
H 0.00 0.00 0.00
H 0.00 0.00 0.00
H 0.00 0.00 0.00
H 0.00 0.00 0.01
N 0.38 0.09 0.20
C -0.05 0.10 0.01
C 0.00 0.02 -0.06
N 0.35 -0.16 0.10
C -0.32 -0.11 -0.04
C -0.03 0.12 0.04
N -0.01 -0.08 0.01
C 0.03 0.01 -0.02
C 0.00 0.05 0.04
N 0.05 -0.07 -0.04
H -0.26 -0.10 -0.11
H 0.01 0.01 0.02
H -0.01 0.01 0.01
H 0.00 0.00 0.00
H -0.01 0.00 0.00
H 0.05 0.03 0.06
C 0.00 0.01 0.00
C 0.06 -0.15 -0.05
O -0.11 0.23 0.04
C 0.01 0.01 0.01
F -0.02 0.00 -0.01
F 0.00 -0.04 0.01
F 0.02 0.02 0.00
C -0.03 0.00 0.00
F 0.06 0.01 -0.01
F -0.01 0.01 0.05
F -0.01 -0.01 -0.04
H 0.00 0.00 0.00
H -0.01 0.00 -0.01
H 0.00 0.00 0.00



Below is a single C6H9N3 molecule, with properties calculated with ωB97M-V with the def2-TZVPD basis set.

Output
Energy relative to the best compared isomer or geometry (same formula, charge and spin) (kcal per mole): 54.9
E_LUMO (eV): 0.95
SMILES string: CN[C@@H]1Cn2nccc21

Last column: Löwdin charge in e.
Geometry (Å):
C (0.786, -1.677, 1.955)  -0.151
N (0.021, -1.516, 0.789)  -0.097
C (-0.663, -0.310, 0.526)  -0.245
C (-1.672, -0.311, -0.714)  -0.010
N (-0.799, 0.754, -1.247)  -0.118
N (-0.516, 1.570, -2.361)  0.076
C (0.606, 2.146, -1.965)  -0.230
C (1.026, 1.771, -0.676)  -0.068
C (0.054, 0.842, -0.194)  -0.136
H (0.292, -1.305, 2.855)  0.081
H (0.923, -2.769, 2.145)  0.088
H (1.820, -1.213, 1.914)  0.093
H (0.510, -1.858, -0.016)  0.122
H (-1.136, 0.079, 1.354)  0.113
H (-1.698, -1.220, -1.332)  0.116
H (-2.714, -0.015, -0.411)  0.123
H (1.155, 3.003, -2.524)  0.130
H (2.004, 2.027, -0.099)  0.113

Cartesian forces, eV/Å:
C 1.88 -0.67 1.48
N -1.21 -0.34 -0.82
C 0.64 -0.08 -1.86
C -0.16 0.07 0.38
N 0.19 1.26 -0.80
N -0.85 -1.51 1.56
C 1.28 1.89 0.02
C 1.77 -0.94 3.13
C 0.76 1.32 -3.56
H -0.15 0.19 -0.22
H 0.08 0.73 -0.14
H -0.91 -0.30 0.10
H 0.09 -0.08 -0.41
H -1.07 0.37 2.23
H 0.12 0.27 0.34
H 0.97 -0.07 -0.58
H -1.34 -1.93 0.58
H -2.08 -0.19 -1.42